108
Properties=species:S:1:pos:R:3:forces:R:3 method="wB97M-V/def2-TZVPD" total_charge=0 gap_ev=7.52 largest_force_ev_per_a=2.47 homo_energy_ev=-7.11 e_above_lowest_ev=0.656
Sb -1.982244 -2.108905 -0.085612 0.014 0.181 -0.225
Sb -0.899051 -0.171706 3.086355 -0.187 0.199 -0.620
Ca 0.851969 0.452319 -0.883009 -1.051 -0.627 -0.149
P -1.342585 1.635493 -1.953270 0.179 -0.096 0.004
O -2.628982 1.048198 -2.622214 -0.444 0.091 -0.353
O 3.792841 -0.883763 -1.129711 -0.109 0.321 0.031
O 4.186605 1.325276 -0.743062 -0.158 -0.271 0.137
O -1.563840 3.194078 -2.023401 0.063 0.650 -0.082
O -1.198231 1.207633 -0.500744 -0.317 0.217 0.070
O -0.126822 1.190313 -2.744771 -0.503 0.285 0.108
C 3.148919 1.613678 3.229273 -0.032 0.006 -0.007
C 0.209901 -2.024830 3.076320 0.120 -0.024 -0.045
C 0.628152 -2.569235 1.703037 -0.209 -0.012 0.108
C -3.400566 -6.031622 -1.549104 -0.012 0.028 0.017
C -1.498515 -0.287036 5.107794 0.019 -0.053 0.384
C 5.358719 0.848273 -1.440034 -0.142 -0.023 0.151
C -2.607443 -4.926816 -1.271750 -0.127 0.013 -0.018
C -3.149237 -3.808210 -0.635904 -0.030 -0.190 -0.050
C 1.198305 -2.282670 -3.256314 -0.014 0.110 0.045
C 0.545908 -2.229533 -2.025833 -0.027 0.002 0.234
C -4.799474 0.196453 -2.865300 -0.125 -0.133 -0.069
C -0.923025 -2.090444 -4.359638 0.109 -0.010 0.007
C -4.346734 2.594934 -3.383983 0.002 0.033 -0.096
C 5.570127 -1.429641 -2.649073 0.093 -0.118 -0.071
C -0.587625 -0.623714 6.110878 -0.138 0.062 0.094
C -4.747985 -6.030390 -1.202671 0.044 0.017 0.004
C 5.287468 1.404553 -2.854403 -0.007 0.050 -0.155
C -4.034793 1.438992 -2.452981 0.237 -0.207 0.220
C -2.821643 -0.026025 5.455124 0.034 -0.038 0.118
C -0.496606 -3.291124 0.946086 0.131 0.011 0.121
C -2.324332 -0.453930 7.768652 0.019 -0.006 -0.011
C -0.842997 -2.100053 -1.936761 -0.077 -0.121 -0.105
C -0.755053 5.394545 -2.268405 -0.046 0.131 -0.116
C -1.565565 -2.034796 -3.134626 0.050 0.082 0.122
C -5.301291 -4.919584 -0.585077 0.078 0.044 -0.004
C 0.650374 3.767605 -1.011854 0.070 -0.069 -0.023
C 1.735209 3.012890 4.575452 -0.007 -0.040 -0.063
C -4.328200 1.774612 -0.998235 0.013 0.044 0.071
C -3.234729 -0.106661 6.782204 0.061 -0.015 -0.060
C -4.501904 -3.815471 -0.301674 -0.012 -0.089 -0.027
C 2.057483 0.803624 2.931016 -0.070 0.099 -0.001
C -1.518642 4.540197 -0.036528 -0.088 0.011 0.133
C 0.646417 2.206862 4.270469 0.056 0.022 -0.060
C -0.775380 4.216989 -1.317567 -0.068 -0.271 -0.060
C 5.935608 -1.328994 -0.191008 0.090 -0.045 0.133
C 5.210545 -0.700460 -1.370533 -0.208 0.036 0.061
C 2.991315 2.712609 4.059757 -0.043 -0.010 0.008
C 6.584414 1.397418 -0.735637 0.160 0.058 -0.009
C 0.794402 1.084707 3.451760 0.209 -0.003 0.214
C 0.462800 -2.211205 -4.424759 -0.118 0.014 -0.027
C -0.999002 -0.709671 7.433421 -0.009 0.006 -0.042
B 3.204603 0.319560 -0.662497 2.461 -0.131 -0.107
H -4.484609 -0.131071 -3.857409 -0.009 0.034 0.010
H -2.647091 -1.945132 -3.115340 0.052 0.012 0.030
H 4.377290 1.081326 -3.361540 0.000 -0.024 0.027
H 2.276632 -2.377244 -3.280506 0.004 0.029 0.017
H -1.505280 -2.038305 -5.271300 0.014 0.006 0.001
H -4.628313 -0.618865 -2.158691 0.021 0.032 0.001
H 6.590413 1.142479 0.322567 -0.020 -0.016 -0.019
H 6.631024 -1.307864 -2.885585 -0.036 0.005 0.002
H -2.967942 -6.896023 -2.037530 -0.009 0.004 -0.006
H -0.986672 5.312736 0.522632 -0.009 -0.009 -0.016
H -4.011118 0.960577 -0.344667 0.007 -0.012 -0.026
H -0.244007 5.130629 -3.194935 0.003 -0.014 0.021
H 2.213743 -0.040107 2.267809 0.004 -0.057 0.041
H -5.399212 2.866966 -3.276522 0.034 -0.004 -0.020
H 1.603125 3.875421 5.217574 0.007 -0.019 0.000
H -1.056104 -3.928683 1.635095 0.043 -0.023 0.011
H -4.947383 -2.954263 0.185601 0.025 0.009 0.006
H 1.447375 -3.278649 1.850252 0.023 -0.028 0.007
H 0.673895 3.045012 -0.192555 -0.031 -0.006 0.006
H -1.565308 -4.934623 -1.573341 0.002 0.014 0.041
H -1.599441 3.649131 0.588243 0.019 0.003 -0.025
H -5.869759 0.409865 -2.893301 0.018 -0.020 0.012
H -0.323611 2.455272 4.689482 0.006 -0.042 0.008
H 5.644518 -0.849888 0.745250 -0.006 -0.004 -0.031
H -5.402723 1.926893 -0.877254 0.017 -0.006 -0.010
H 1.234166 4.623172 -0.670945 -0.048 0.033 -0.006
H -2.522809 4.904652 -0.261269 0.020 0.001 -0.002
H 5.659456 -2.382301 -0.129147 -0.009 0.005 -0.004
H -0.408228 -2.758914 3.598741 0.015 -0.010 -0.006
H 3.842671 3.335347 4.305126 -0.017 0.002 -0.019
H 1.146245 3.362815 -1.895023 -0.041 -0.012 -0.013
H -4.166360 2.307630 -4.421441 0.002 -0.006 0.031
H -0.237611 6.239185 -1.810590 -0.018 -0.007 -0.001
H 0.454045 -0.801912 5.866728 -0.015 -0.009 -0.015
H 5.270096 2.493786 -2.802789 -0.009 -0.009 0.016
H 7.503998 1.018262 -1.191356 -0.038 0.018 0.008
H -4.265352 0.101853 7.040583 0.005 -0.007 0.005
H 0.963120 -2.249948 -5.383685 -0.019 0.001 -0.007
H 1.084673 -1.833539 3.701138 0.029 -0.068 -0.033
H -5.363564 -6.895059 -1.416625 0.007 0.010 -0.013
H 1.166073 -2.320099 -1.134038 -0.045 -0.074 0.026
H -0.086170 -3.939732 0.170283 0.033 -0.034 0.044
H -2.644168 -0.524095 8.800673 0.006 0.013 -0.003
H 4.119639 1.382845 2.807233 -0.032 0.007 -0.023
H -3.816968 2.682273 -0.678381 0.019 0.013 -0.047
H 4.982149 -1.073927 -3.493278 0.000 -0.006 0.012
H -6.351553 -4.907979 -0.321551 0.007 -0.009 0.001
H -0.284231 -0.970877 8.204012 -0.015 -0.002 0.005
H -3.542905 0.245252 4.692151 0.019 -0.009 -0.023
H 7.021212 -1.263173 -0.292876 -0.032 -0.003 -0.019
H 6.588206 2.485176 -0.818555 0.001 -0.016 -0.005
H -3.734716 3.463255 -3.154089 0.030 0.024 0.052
H 6.147271 1.102761 -3.456731 -0.005 0.015 0.034
H -1.774599 5.698389 -2.510061 0.019 0.003 -0.002
H 5.373735 -2.496021 -2.521677 0.013 0.021 0.002
H 1.073491 -1.769965 1.093795 0.007 0.028 -0.017


75
Properties=species:S:1:pos:R:3:forces:R:3 method="wB97M-V/def2-TZVPD" total_charge=+1 gap_ev=9.37 largest_force_ev_per_a=2.63 homo_energy_ev=-12.21 e_above_lowest_ev=2.823
O 3.709908 0.693228 2.412226 -0.847 -2.331 0.362
O 1.662517 -0.136048 3.126241 2.092 0.394 -0.654
O -2.689797 -4.429190 1.111770 -0.317 0.020 -0.303
O 6.600850 -3.261566 -2.667474 -0.100 0.142 0.425
O -4.583152 -3.176941 1.023911 0.143 -0.150 -0.152
O -4.562047 -5.412678 0.637191 0.227 0.412 0.000
O 5.099195 -1.748491 -1.885037 0.184 -0.121 0.123
O 7.171885 -2.004380 -0.996466 -0.323 -0.149 -0.178
N -3.370254 3.391344 1.427958 -0.957 0.435 -1.179
N -3.526930 2.553418 -1.513348 -0.055 -0.896 -0.083
N -2.566509 1.156805 1.059628 0.163 0.520 -1.189
C -4.001271 -4.231609 0.926641 0.108 -0.292 0.184
C -5.982665 -5.363890 0.503264 -0.456 -0.139 -0.064
C -2.128113 -2.925178 2.936525 -0.269 0.005 0.119
C -2.701219 5.307037 -1.752763 -0.137 -1.071 -1.064
C 6.883579 -0.915961 -0.122679 0.057 0.305 0.325
C -1.189865 1.749710 -1.408856 -0.157 0.985 -1.353
C 5.669235 -3.669759 -3.677975 -0.331 -0.115 -0.553
C 6.178127 -2.290764 -1.850406 0.260 -0.072 -0.232
C -2.213646 2.864960 -0.845907 1.909 -1.184 0.963
C 0.316268 1.947116 -0.978053 0.372 -1.511 0.318
C -2.325607 2.596734 0.718904 -0.352 -0.378 1.551
C -1.673381 4.331048 -1.118698 -0.508 1.542 0.134
C 3.561211 -0.976353 4.353082 0.079 1.028 -0.085
C -1.937443 -3.264477 1.470009 0.338 0.424 0.365
C 3.292965 0.606621 1.024353 -0.251 1.708 -1.041
C -4.750247 2.950070 -0.736694 -2.376 1.128 -0.049
C 0.757123 1.160026 0.340301 1.220 1.073 0.309
C 5.636329 -2.676664 -4.823298 0.055 0.317 0.068
C -3.524036 5.858531 -2.477652 -0.112 -0.219 1.406
C 2.883608 -0.089717 3.219561 -0.924 -0.840 1.209
C -4.493833 3.825669 0.559117 -0.751 0.384 0.392
C 2.217271 1.743471 0.731823 -0.200 -0.302 -1.227
H -6.441664 -5.186801 1.477248 0.014 0.129 -0.107
H -3.162488 -2.645107 3.146240 0.060 0.038 -0.100
H 4.676340 -3.823381 -3.248097 0.127 0.171 0.100
H -1.376323 4.761150 -0.105307 -0.299 -0.498 -1.361
H 0.088017 1.338464 1.226510 0.512 -0.411 -1.112
H -6.288309 -4.597970 -0.210522 0.077 0.035 0.158
H -4.418681 4.936057 0.314831 0.111 -1.553 -0.061
H 0.880907 0.051871 0.180487 -0.519 1.160 0.007
H -4.420968 6.405484 -2.862443 1.607 -0.721 0.340
H 2.602424 2.316757 -0.179987 -0.465 -0.693 1.139
H -1.227897 1.883171 -2.547754 0.054 -0.071 1.305
H -3.548636 1.518014 -1.595101 0.130 0.667 -0.007
H 4.997182 -3.039416 -5.630228 0.056 -0.038 0.046
H -5.380821 2.021038 -0.542079 1.129 1.077 -0.014
H 6.642509 -2.508676 -5.214060 -0.058 -0.160 -0.035
H 5.256725 -1.707262 -4.494557 -0.073 -0.116 0.019
H 0.664449 3.011227 -0.853738 -0.805 -0.923 -0.243
H 5.940285 -1.068786 0.403902 0.013 0.024 -0.155
H 7.683885 -0.856127 0.614037 0.047 -0.202 -0.204
H -2.616950 1.033683 2.075546 0.064 0.085 -0.528
H 4.597943 -0.593809 4.598976 -1.160 -0.680 -0.379
H -2.196512 -2.422321 0.822701 -0.170 -0.125 0.050
H -1.482382 -2.094528 3.228775 0.050 -0.074 -0.048
H -6.314942 -6.333142 0.133491 0.286 0.011 0.060
H 6.861858 0.017738 -0.687986 -0.145 -0.053 0.043
H -5.440195 3.736485 1.190792 1.094 0.144 -1.028
H -1.579600 0.692653 -1.233431 0.611 1.426 0.230
H -5.391540 3.584520 -1.434075 0.878 -0.818 0.889
H 2.902952 -0.403695 0.711018 0.396 0.925 0.748
H -0.887402 -3.499674 1.286981 -0.186 -0.260 -0.102
H 0.956847 1.511620 -1.817052 -0.818 0.662 1.022
H -3.471684 0.867329 0.653676 0.558 0.059 0.621
H -3.820809 2.836924 2.168831 0.940 0.215 -0.484
H 2.900330 -0.860498 5.263991 0.777 -0.180 -1.076
H 4.210885 0.813374 0.382574 -1.033 -0.304 1.136
H -1.327750 2.914406 1.170788 -1.152 -0.630 -0.799
H 3.561691 -2.077901 4.068144 0.090 1.549 0.121
H -3.564868 2.885788 -2.496723 0.184 0.245 0.763
H 6.013601 -4.637523 -4.046601 0.200 0.098 0.259
H -0.739582 4.337036 -1.769959 -1.332 -0.194 0.772
H -1.900143 -3.790593 3.562623 0.136 0.068 -0.079
H 2.141263 2.510297 1.560334 0.230 -1.135 -0.753


12
Properties=species:S:1:pos:R:3:forces:R:3 method="wB97M-V/def2-TZVPD" total_charge=-1 gap_ev=5.87 largest_force_ev_per_a=4.42 homo_energy_ev=-3.48 e_above_lowest_ev=2.247
O 1.150768 -3.955464 1.171432 -0.278 -0.367 0.424
O 0.166655 -2.923082 2.964240 0.325 -0.233 -2.096
O 0.083729 5.848219 -3.992379 0.869 -2.314 3.027
N -0.176918 -2.166673 0.756633 -0.498 -1.737 0.332
C -0.139225 -0.815146 1.058090 -2.098 3.392 -1.914
C 0.413716 -3.121325 1.720207 0.180 0.246 1.491
H -1.064898 -2.424295 0.372205 -0.143 -0.648 0.208
H 0.858185 -0.500559 0.651246 -0.849 0.949 0.802
H 0.690756 5.759144 -3.112419 -2.341 0.149 -3.247
H -1.060037 -0.354485 0.408771 2.406 -0.451 0.723
H -0.455580 4.976733 -4.013265 1.473 2.157 0.225
H -0.467152 -0.323068 2.015240 0.956 -1.143 0.025